Molecular formula: C7H16N
Method: DFT, ωB97M-V/def2-TZVPD

Structure (ORCA input):
```
! wB97M-V def2-TZVPD RIJCOSX def2/J DEFGRID3
* xyz 1 1
C 2.13189 -1.56145 -0.16281
C 0.66308 -1.75743 0.11631
C 1.31600 -0.45635 0.41585
C 1.56659 -0.03088 1.82664
C -2.21566 0.86959 0.48089
C -2.41744 0.59571 -2.03208
C -1.84028 1.12163 -0.91872
N 0.91001 0.71525 -0.42213
H 2.83403 -2.06337 0.45370
H 2.46333 -1.46333 -1.18555
H 0.36219 -2.52582 0.88737
H 0.59128 0.24709 2.35094
H 2.19773 0.80032 1.93597
H 2.10205 -0.79993 2.41300
H -2.60453 1.84454 0.95877
H -1.42188 0.35797 1.04773
H -2.98366 0.11655 0.48845
H 0.11170 -1.76613 -0.82701
H -2.07330 1.09859 -2.91322
H -3.07368 -0.23238 -2.04511
H -1.03811 1.89241 -0.97487
H 1.75861 1.19259 -0.72416
H 0.31516 1.50104 0.05807
H 0.34489 0.30378 -1.22802
*
```

Results
HOMO level, eV: -13.50
LUMO level, eV: -3.256
HOMO-LUMO gap, eV: 10.2482
Energy above the lowest of the compared OMol25 structures with the same formula, charge and spin, kJ/mol: 248.6